Molecular formula: C36H28BaCl5N9O2S5
Method: DFT, the ωB97M-V functional and the def2-TZVPD basis

```
86
Properties=species:S:1:pos:R:3:lowdin_charge:R:1
Ba -0.35435 0.83988 0.52937 1.682
Cl 0.19030 5.84057 -3.55763 0.617
Cl -1.17166 4.07782 -1.33356 0.589
Cl 3.05011 0.70751 -1.41821 0.621
Cl 2.99884 5.05040 -4.67531 0.618
Cl 4.43964 2.48998 -3.61112 0.633
S 2.56979 -2.08622 0.55173 0.470
S -3.58213 -0.12662 3.29237 0.935
S 5.43525 -2.70303 1.14854 0.940
S 8.25304 -2.98546 0.20471 0.476
S -5.70815 -0.53044 1.23960 0.892
O -0.73627 -1.00174 -3.61766 0.061
O -1.51299 -0.23522 -1.28098 -0.383
N -3.05679 -0.55826 0.74679 -0.111
N 4.61151 -2.23397 -1.21363 0.002
N 0.23060 -5.18121 4.28763 0.127
N 5.97945 -2.44408 -1.25696 -0.153
N 1.74316 -4.07029 2.94384 0.158
N -0.26350 -3.04281 3.68887 0.116
N 2.26256 1.79296 1.69787 -0.025
N 0.05014 -0.93446 2.45053 -0.005
N -3.53148 -1.00584 -0.49475 0.014
C -4.23115 -1.86884 -3.05434 -0.042
C -2.64055 -0.83285 -1.42493 -0.471
C -4.68077 4.09736 3.87259 -0.073
C -2.95220 -1.39578 -2.76957 -0.074
C 2.24511 4.07518 -3.45777 -0.713
C 2.88821 2.93604 -2.98042 -0.712
C -0.02715 -1.95793 2.97600 -0.352
C 1.02269 2.49196 -1.46032 -0.303
C 2.24847 2.18737 -2.00232 -0.696
C -3.40144 3.49120 3.84644 -0.211
C 0.58110 -4.03992 3.60576 -0.514
C -3.58107 -2.47978 -5.27151 -0.116
C -4.88705 3.80346 1.49565 -0.111
C 0.43596 3.61875 -1.97657 -0.698
C -5.40877 4.25207 2.72737 -0.131
C 8.16415 -2.69159 -4.23331 -0.098
C -0.91887 2.24922 3.71247 -0.224
C 6.54721 -2.22622 -2.53772 -0.199
C 4.18821 -2.33433 0.00912 -1.166
C -1.58251 2.37309 2.50681 -0.272
C -6.17306 0.35977 2.74369 -0.541
C -4.55934 -2.40603 -4.28384 -0.120
C 0.99426 4.42625 -2.95499 -0.717
C -2.65019 3.29390 5.03180 -0.087
C 7.65341 -2.94059 -2.96978 -0.056
C 6.62061 -2.72706 -0.11259 -1.103
C -1.43001 2.69067 4.95576 -0.124
C 5.94149 -1.28382 -3.35850 -0.010
C -5.29046 -0.13182 3.87850 -0.532
C -1.98350 -1.45608 -3.78022 -0.275
C -3.98780 -0.41578 1.59074 -0.912
C -3.65008 3.22005 1.45734 -0.067
C -2.30823 -2.01141 -5.02354 -0.028
C 7.58067 -1.74352 -5.05908 -0.108
C -2.85537 3.04081 2.61976 -0.264
C 6.46569 -1.04527 -4.61416 -0.082
H 8.10694 -3.67517 -2.32551 0.055
H -3.24593 2.86796 0.51636 0.078
H -5.56321 -2.76182 -4.47335 0.084
H -0.85250 2.53919 5.86232 0.084
H 2.31749 2.13770 2.64657 0.013
H -3.81598 -2.90021 -6.24252 0.089
H 7.98802 -1.55079 -6.04188 0.091
H -5.46450 3.91714 0.58633 0.094
H -5.08103 4.43941 4.82191 0.095
H -6.01625 1.43098 2.59384 0.053
H -5.34871 0.55313 4.72425 0.070
H -0.55521 -5.05923 4.90347 0.094
H 5.99672 -0.30287 -5.24432 0.097
H -3.05504 3.62788 5.98255 0.091
H 5.07238 -0.74778 -3.00458 0.073
H -1.53079 -2.04767 -5.77299 0.108
H 2.00641 -3.33600 2.26042 -0.052
H -0.72696 -0.58923 -2.70859 0.075
H 0.04424 1.74682 3.75055 0.046
H 2.14209 -4.97385 2.75168 0.103
H 2.84129 0.96460 1.61783 -0.016
H 9.02771 -3.24960 -4.56967 0.094
H -4.96667 -1.80448 -2.26478 0.101
H -7.22910 0.17594 2.94134 0.067
H 2.63550 2.48957 1.06555 0.005
H 0.97905 -5.75732 4.63016 0.089
H -5.59143 -1.12956 4.20327 0.063
H -6.38928 4.71724 2.76342 0.086
```

The energy above the lowest of the compared OMol25 structures with the same formula, charge and spin comes out at 9.9 kcal per mole. The charge is -2. Its spin multiplicity is 1.


Molecular formula: C51H128N12O24
Method: DFT, the ωB97M-V functional and the def2-TZVPD basis

```
215
Properties=species:S:1:pos:R:3:lowdin_charge:R:1
O -0.48167 4.23813 1.65599 -0.087
O -3.31486 -5.27409 0.82101 0.017
O -1.67304 0.54374 3.81842 -0.038
O -5.59540 1.63135 1.33964 -0.194
O -3.15526 0.59191 5.42700 -0.048
O -4.22435 -3.53750 -0.14493 -0.067
O 2.41231 0.69016 -3.01207 -0.076
O -0.14646 5.07176 -0.26843 -0.042
O 2.03755 -0.13021 -4.96819 -0.085
O 3.88072 -4.97570 1.20020 0.026
O -4.25511 4.27561 -6.09523 -0.213
O -6.56779 -3.04262 4.05623 -0.200
O -0.51348 1.79384 7.14215 -0.228
O -2.40394 -4.42273 -0.84559 -0.102
O 2.85694 -0.38200 5.08743 -0.200
O 5.19138 -3.38969 1.83282 -0.049
O 1.21617 5.44133 1.29522 -0.014
O 3.04533 -3.23539 2.12495 -0.070
O 3.31577 5.04343 -3.93425 -0.204
O -2.38639 -1.23940 4.68226 -0.016
O 2.32199 -1.49652 -3.41805 -0.003
O 5.23180 -0.41825 0.46633 -0.172
O 1.54490 0.78137 0.74205 -0.199
O -1.43529 2.66387 -3.93618 -0.201
N -3.07415 1.81031 -6.10792 0.078
N 4.75763 -0.98355 3.15414 0.049
N 4.02384 -3.88736 1.68277 -0.572
N 4.43884 2.45993 -5.43505 -0.239
N -2.40337 -0.01775 4.66045 -0.603
N -3.34340 -4.43524 -0.03012 -0.613
N -6.14448 -0.80267 2.52073 0.077
N -0.43646 -1.66170 1.09781 -0.217
N 0.20146 4.91751 0.90155 -0.685
N -0.94271 4.17543 4.97740 -0.216
N 0.60172 -7.07042 -1.25741 -0.283
N 2.27034 -0.33631 -3.76124 -0.594
C 2.15585 2.05441 0.74415 -0.076
C -1.56632 1.50459 -6.04812 -0.060
C -3.50057 2.50178 -7.45051 -0.043
C 0.42615 -0.86893 2.06957 -0.089
C 2.28201 -5.42718 -1.71378 -0.096
C 4.55491 -0.02107 -0.73110 -0.053
C -1.07386 0.65801 7.85254 -0.052
C -2.82138 -5.22364 -4.57194 -0.088
C -0.48217 -2.11936 -1.47264 -0.048
C -1.44670 2.91714 7.21096 -0.183
C -4.67437 3.44610 -7.12337 -0.243
C -5.60824 -2.13557 2.05559 -0.067
C 1.92310 -7.88443 -1.41436 -0.061
C -0.04266 3.09326 4.43558 -0.206
C -5.35169 -2.91419 3.36093 -0.219
C 4.90221 -1.33452 4.61208 -0.093
C 1.05190 -5.76811 -0.86862 -0.150
C -5.39225 1.49185 2.74634 -0.189
C -5.27254 5.31314 -5.71708 0.000
C -0.22649 -3.20983 1.34508 -0.135
C 5.44932 0.58784 1.39476 -0.244
C 3.55844 -1.64521 5.07740 -0.196
C 3.04450 3.01373 -5.14079 -0.098
C 2.74716 3.78205 -3.87195 -0.222
C 0.57081 0.59046 1.77500 -0.178
C -1.16517 2.68107 -2.55868 -0.086
C -0.86001 4.08161 6.53591 -0.061
C 4.87835 4.67603 -6.77229 -0.038
C -0.03530 -7.14397 -2.64923 -0.135
C 5.41276 0.92306 -7.32988 -0.043
C 3.42304 5.76608 -2.71123 -0.058
C -0.98988 1.49879 -4.57522 -0.182
C 0.21265 -1.44202 -0.28358 -0.129
C -1.29946 6.73705 5.04830 -0.054
C -6.14486 2.91310 1.02553 -0.083
C 2.89796 -6.85379 -2.02181 -0.115
C -6.45462 -3.47360 5.47253 -0.005
C -1.01491 -6.11056 -2.83853 -0.206
C -0.16912 -7.81763 -0.26437 0.013
C -5.09652 0.06818 3.09734 -0.113
C -1.88100 -1.41299 1.12353 0.002
C 5.43741 3.56978 -5.85747 -0.135
C 1.45866 3.23493 4.63853 -0.041
C 5.81691 -0.05502 2.69283 -0.101
C -0.68025 -3.73347 2.71760 -0.030
C 1.53033 -0.45013 5.70160 -0.048
C 5.02394 1.63310 -4.32599 0.028
C -1.87178 -6.36108 -4.13275 -0.209
C -2.32004 3.75603 4.50240 0.015
C -0.59486 5.54382 4.38873 -0.146
C 4.21683 1.58624 -6.69955 -0.173
H -2.19624 -4.36189 -4.79628 0.064
H 6.27260 1.24513 1.05297 0.142
H -2.10054 -0.41471 0.82578 0.101
H -1.29417 7.56195 4.33125 0.088
H -4.73797 -2.03519 1.41486 0.099
H 1.64430 3.88072 -3.93086 0.139
H -2.54382 2.76732 4.92527 0.064
H -1.15561 -6.68744 -4.86491 0.099
H -0.74342 5.51003 3.31478 0.100
H 3.08784 -4.89029 -1.15160 0.110
H 3.57966 0.24331 -0.46335 0.037
H 0.41068 -7.91401 0.69096 0.132
H -0.09606 2.71526 -2.33406 0.090
H -1.44333 -1.61834 -1.69388 0.090
H 2.44246 2.05501 -4.90022 0.117
H -0.25898 -0.07644 7.72299 0.080
H 5.65979 4.01581 -4.94124 0.103
H -0.39414 2.23020 5.01740 0.096
H 3.10550 -2.34843 4.34797 0.127
H -1.99115 0.36147 7.33272 0.074
H 0.21217 4.19743 6.62643 0.127
H 5.62077 -2.12513 4.59964 0.145
H -0.48596 -8.13198 -2.81968 0.150
H -1.59351 3.61597 -2.24553 0.082
H -2.42486 -2.16463 0.48884 0.100
H 3.06909 -6.95544 -3.10493 0.115
H -0.23911 3.03348 3.37381 0.087
H -1.63521 -6.12787 -1.95345 0.098
H -5.63560 -4.13134 5.62377 0.081
H -2.43226 2.60719 6.79894 0.120
H -3.73461 1.69184 -8.09418 0.122
H 0.24385 -5.04549 -0.93480 0.102
H 0.85795 -3.34288 1.28389 0.093
H -6.32407 1.80988 3.23965 0.138
H 1.99963 -4.76462 -2.60398 0.138
H 0.47137 5.65883 4.46811 0.113
H 4.37285 4.24086 -7.65153 0.084
H 4.67409 0.62911 -4.56447 0.104
H -0.56881 -8.71858 -0.72699 0.115
H -1.78751 -3.80686 2.84426 0.084
H -2.55018 -7.19506 -3.90263 0.112
H -1.75507 1.92847 -1.98289 0.105
H -0.42828 1.04108 1.69134 0.131
H -4.17020 -0.27327 2.72374 0.098
H -6.62722 -0.35733 1.76656 0.157
H -4.78771 5.93386 -4.97751 0.089
H 6.27965 3.02959 -6.26794 0.115
H -0.77123 -3.65143 0.49305 0.080
H 0.23543 -2.07461 -2.30751 0.075
H -1.18108 0.91038 8.91766 0.098
H 1.23701 -1.84640 -0.23161 0.137
H 1.62569 -8.83476 -1.82654 0.134
H 3.62651 0.83455 -6.24522 0.076
H -0.75267 7.09385 5.90222 0.070
H 6.03147 0.52553 -6.51555 0.093
H -0.56722 -5.15845 -2.94822 0.103
H 0.27891 -0.36763 -0.48109 0.121
H 4.74382 2.01688 -3.35269 0.087
H -4.95843 -3.85997 2.99372 0.127
H -0.75531 -3.12067 -1.28469 0.002
H 3.57497 2.22058 -7.33941 0.128
H 0.77089 -0.88606 5.04503 0.075
H 1.40512 -1.33946 1.92331 0.124
H 6.65916 -0.66187 2.42017 0.140
H -0.21054 -4.71211 2.83038 0.087
H -7.41103 -3.95355 5.62968 0.096
H 1.66483 3.27500 5.71827 0.081
H -2.19052 -1.54394 2.15656 0.077
H 2.27809 -8.05840 -0.39954 0.129
H 4.26113 5.32095 -6.15717 0.071
H 5.85213 1.54062 -8.08967 0.079
H 2.61291 2.19193 1.72628 0.078
H -1.07703 2.24199 -6.68599 0.121
H -2.64183 3.06924 -7.78089 0.125
H 2.93956 2.24021 -0.00620 0.092
H 4.58822 1.27863 1.53621 0.114
H -5.32190 3.61512 1.15924 0.085
H -1.64323 3.15440 8.26640 0.140
H -4.95528 -0.04321 4.17630 0.131
H -5.46305 2.72916 -6.86934 0.128
H 5.12533 0.77420 -1.25519 0.095
H 2.02488 2.43677 4.08134 0.081
H 5.02810 0.05386 -7.85844 0.094
H 0.00319 -1.08232 3.05244 0.094
H 5.24436 -0.45259 5.08891 0.120
H 1.30035 0.60484 5.91286 0.077
H 6.11169 1.69975 -4.40490 0.109
H -5.01335 4.07892 -7.96032 0.143
H 2.96937 3.17802 -2.98994 0.111
H 3.86624 -0.51958 3.05809 0.144
H -6.12314 4.74012 -5.30803 0.100
H -2.98691 4.58192 4.79953 0.103
H 5.73733 5.21985 -7.15834 0.090
H 0.81825 -7.10018 -3.32138 0.132
H -2.31877 3.77774 3.40894 0.102
H 2.41015 6.09244 -2.39353 0.104
H 1.79895 4.15466 4.14090 0.078
H -6.88374 -1.04234 3.19918 0.179
H 0.07766 1.51248 -4.77632 0.099
H -6.90977 3.20206 1.76143 0.089
H 1.42290 2.82627 0.58257 0.069
H 3.84036 -6.95032 -1.53951 0.101
H -0.29576 -3.03236 3.47202 0.067
H -4.52766 2.02414 3.13301 0.125
H -6.47141 2.98990 -0.05326 0.110
H 5.99763 0.70351 3.48895 0.153
H -3.45499 -4.97270 -3.74967 0.059
H -3.12652 2.60120 -5.40719 0.160
H -3.41326 -5.48882 -5.47983 0.086
H -1.34371 0.59837 -6.61277 0.134
H 4.77971 -1.88850 2.57417 0.113
H 1.51446 -1.09469 6.58247 0.088
H 3.49341 -2.04063 6.07560 0.130
H -4.56118 -2.47844 4.00815 0.120
H -1.04009 -7.19241 0.01765 0.113
H -1.26773 4.98880 6.96143 0.127
H 2.74011 3.43509 -6.11956 0.132
H 4.01732 6.68360 -2.92151 0.103
H 1.30633 -5.86154 0.17942 0.134
H -5.55356 5.93814 -6.55917 0.089
H 0.92547 0.98540 2.70874 0.099
H 4.64200 -0.91345 -1.32164 0.094
H -1.28442 0.57500 -4.00674 0.144
H 3.91548 5.14707 -1.97628 0.081
H -6.29236 -2.58250 6.01244 0.074
H -3.64621 1.03238 -5.84885 0.168
H -2.37381 6.49404 5.26754 0.087
H -6.36610 -2.70784 1.53057 0.139
```

The charge is +2. Its spin multiplicity is 1.


| no. | HOMO (eV) | Kohn-Sham gap (eV) | lowest unoccupied orbital energy (eV) |
| --- | --- | --- | --- |
| 1 | -2.686 | 6.2985 | 3.61 |
| 2 | -10.982 | 7.5110 | -3.47 |